Record 1
A molecular structure, C3H7NO in a non-equilibrium geometry. Source: OMol25; level of theory: ωB97M-V/def2-TZVPD.

Summary:
Kohn-Sham gap   10.3 eV
Calculated total energy   -6760.4044 eV
Spin multiplicity   1
Largest force on an atom   4.55 eV/Å
Energy above the lowest of the compared OMol25 structures with the same formula, charge and spin   54.1 kcal per mole

Each line ends with the natural charge from an NBO analysis.
Element x y z (Å)
C (0.2808, -1.1343, 1.0265)  -0.444
C (0.4745, 0.6187, -0.8020)  0.678
C (-0.9831, 1.0547, -0.5355)  -0.723
H (-0.9983, -1.3426, 0.5993)  0.212
H (0.3264, -0.4476, 2.1568)  0.212
H (0.8857, -2.2601, 1.1420)  0.234
H (1.8708, -0.7543, -0.3272)  0.407
H (-1.7074, 0.2337, -0.8241)  0.228
H (-1.1024, 1.3226, 0.5033)  0.224
H (-1.1391, 1.9465, -1.2016)  0.250
N (0.9565, -0.4069, -0.0524)  -0.657
O (1.1357, 1.1696, -1.6850)  -0.620

Record 2
A molecular structure, C28H21NO5S3TeZr in a non-equilibrium geometry. Source: OMol25; level of theory: ωB97M-V/def2-TZVPD.

Summary:
Kohn-Sham gap   6.2 eV
Calculated total energy   -82172.9510 eV
Spin multiplicity   1
Largest force on an atom   1.11 eV/Å
Charge   +2
Energy above the lowest of the compared OMol25 structures with the same formula, charge and spin   14.3 kcal per mole

Each line ends with the natural charge from an NBO analysis.
Element x y z (Å)
Zr (0.9115, -0.2650, 0.2350)  2.021
O (-1.3332, -1.0975, -3.3803)  -0.579
C (-0.8893, -0.9041, -2.1792)  0.846
O (0.2516, -0.5079, -1.9099)  -0.687
C (-1.8487, -1.1354, -1.0665)  0.063
C (-3.1368, -1.5986, -1.1279)  -0.147
C (-3.8436, -1.6862, 0.0812)  -0.109
C (-3.2546, -1.2842, 1.2675)  -0.150
C (-1.9521, -0.8024, 1.2223)  0.150
N (-1.2827, -0.7582, 0.0831)  -0.543
C (-1.1551, -0.2391, 2.3737)  0.757
O (-1.4738, -0.3597, 3.5092)  -0.460
O (-0.0605, 0.3858, 1.8838)  -0.851
H (-0.6454, -0.9004, -4.0393)  0.533
H (-3.5873, -1.8787, -2.0702)  0.269
H (-4.8615, -2.0537, 0.0770)  0.264
H (-3.7759, -1.3229, 2.2148)  0.280
O (2.0132, -1.2010, 1.4695)  -0.847
C (3.0323, -1.9870, 0.7935)  0.162
C (2.3992, -3.3155, 0.4573)  -0.196
C (2.9653, -4.4928, 0.1177)  -0.216
C (2.0018, -5.4578, -0.3327)  -0.206
C (0.7346, -4.9844, -0.3472)  -0.386
S (0.6793, -3.3768, 0.2751)  0.425
C (3.3023, -1.2184, -0.5025)  -0.319
C (3.0700, -1.5751, -1.7983)  -0.202
C (3.3775, -0.5290, -2.7248)  -0.227
C (3.7753, 0.6079, -2.1042)  -0.381
S (3.8243, 0.4336, -0.3931)  0.561
C (4.2463, -2.1029, 1.6593)  -0.281
C (4.3025, -2.0523, 3.0173)  -0.201
C (5.6196, -2.3015, 3.5040)  -0.239
C (6.5079, -2.5362, 2.5027)  -0.386
S (5.7872, -2.3724, 0.9636)  0.463
H (4.0301, -4.6749, 0.1738)  0.259
H (2.2510, -6.4720, -0.6126)  0.257
H (-0.1777, -5.5071, -0.5863)  0.262
H (2.7577, -2.5720, -2.0808)  0.262
H (3.3136, -0.6302, -3.7985)  0.253
H (4.0990, 1.5340, -2.5550)  0.267
H (3.4409, -1.8704, 3.6439)  0.244
H (5.8852, -2.3276, 4.5504)  0.248
H (7.5583, -2.7687, 2.5797)  0.261
C (2.0399, 2.8498, 1.7620)  -0.611
Te (0.6999, 2.6693, 0.1112)  0.672
C (2.1692, 3.5763, -1.0820)  -0.640
C (3.3932, 3.6894, -0.2027)  -0.110
C (4.5963, 4.1444, -0.7450)  -0.198
C (5.7227, 4.2550, 0.0500)  -0.184
C (5.6566, 3.9180, 1.3997)  -0.177
C (4.4655, 3.4721, 1.9444)  -0.218
C (3.3269, 3.3536, 1.1483)  0.022
H (2.1593, 1.8855, 2.2522)  0.249
H (1.5779, 3.5299, 2.4737)  0.264
H (1.7684, 4.5385, -1.3963)  0.263
H (2.3229, 2.9655, -1.9695)  0.238
H (4.6460, 4.4219, -1.7919)  0.226
H (6.6503, 4.6115, -0.3776)  0.239
H (6.5365, 4.0088, 2.0225)  0.239
H (4.4186, 3.2123, 2.9952)  0.230

Record 3
A single C3H6N2O molecule. Source: OMol25; level of theory: ωB97M-V/def2-TZVPD.

Summary:
Kohn-Sham gap   9.8 eV
Calculated total energy   -8235.4513 eV
Spin multiplicity   1
Structure (SMILES)   [H]/N=C(/C=O)NC
Largest force on an atom   0.56 eV/Å
Energy above the lowest of the compared OMol25 structures with the same formula, charge and spin   28.8 kcal per mole

Each line ends with the natural charge from an NBO analysis.
Element x y z (Å)
C (-0.1779, 1.4431, 0.8813)  -0.420
N (-0.2188, 0.5863, -0.2805)  -0.604
C (0.3653, -0.6438, -0.2791)  0.314
N (1.2858, -1.1240, 0.4692)  -0.674
C (-0.1953, -1.5752, -1.3217)  0.398
O (-1.0606, -1.2400, -2.0971)  -0.514
H (-0.4374, 0.8867, 1.7934)  0.194
H (-0.9010, 2.2504, 0.7508)  0.217
H (0.8110, 1.8950, 1.0210)  0.197
H (-0.9873, 0.6764, -0.9308)  0.414
H (1.6263, -0.4351, 1.1421)  0.337
H (0.2382, -2.5902, -1.2932)  0.142